# 1
# C4H5NO

A structure of composition C4H5NO (the ωB97M-V functional and the def2-TZVPD basis, the Open Molecules 2025 dataset).

Results
LUMO energy ... 0.66 eV
Max |F| ... 0.01070 hartree/bohr
Total charge ... 0

Geometry as XYZ:
```
11
C4H5NO | the Open Molecules 2025 dataset | the ωB97M-V functional and the def2-TZVPD basis
H -2.77323 -0.26131 -0.12267
C -0.58037 -0.56122 -0.57598
H 2.17303 -1.01210 0.25171
H -0.50114 -1.41061 -1.24338
H 2.44655 0.61102 0.34133
C 0.53461 0.14360 0.15908
H -0.10024 0.45640 -1.05120
C -1.72293 -0.05541 0.02190
N 1.88639 -0.10719 -0.10482
O -1.38674 0.88895 0.88830
C -0.01417 1.09313 1.04008
```

Atom charges from the Löwdin analysis, given in e for atoms 1 to 4: atom 1 (H): 0.129, atom 2 (C): -0.070, atom 3 (H): 0.088, atom 4 (H): 0.132

# 2
# C4H5NO

An isolated molecule of C4H5NO (the ωB97M-V functional and the def2-TZVPD basis, the Open Molecules 2025 dataset).

Results
LUMO energy ... 1.06 eV
SMILES ... Cc1cocn1
Max |F| ... 0.00515 hartree/bohr
Total charge ... 0

Geometry as XYZ:
```
11
C4H5NO | the Open Molecules 2025 dataset | the ωB97M-V functional and the def2-TZVPD basis
C -1.91221 -0.26844 0.22902
N -1.06032 0.68598 0.37960
H 0.56292 -1.97975 -0.68076
H 1.21371 1.95095 -0.21783
C 1.42653 0.91135 0.04341
C 0.15974 0.12033 0.01691
H 1.88260 0.90736 1.03923
O -1.39112 -1.43241 -0.19672
H 2.15702 0.51431 -0.66684
H -2.98174 -0.24078 0.38541
C -0.05713 -1.16890 -0.33141
```

Atom charges from the Löwdin analysis, given in e for atoms 1 to 4: atom 1 (C): -0.204, atom 2 (N): 0.128, atom 3 (H): 0.126, atom 4 (H): 0.078

# 3
# C4H5NO

An isolated molecule of C4H5NO in a non-equilibrium geometry (the ωB97M-V functional and the def2-TZVPD basis, the Open Molecules 2025 dataset).

Results
LUMO energy ... 0.47 eV
Max |F| ... 0.04075 hartree/bohr
Total charge ... 0

Geometry as XYZ:
```
11
C4H5NO | the Open Molecules 2025 dataset | the ωB97M-V functional and the def2-TZVPD basis
C 0.03079 0.37935 0.03009
H -1.31860 1.54987 1.01718
C -0.57905 -0.97643 0.26515
H 1.89656 0.73923 -1.10242
N -0.61764 1.54598 0.29037
H -0.09288 2.40702 0.21726
C 1.30584 -1.36786 -0.72414
H -1.07049 -1.27327 -0.68043
H -1.24171 -1.20548 1.08921
C 1.17772 0.07790 -0.63549
O 0.50945 -1.87632 0.23322
```

Atom charges from the Löwdin analysis, given in e for atoms 1 to 4: atom 1 (C): -0.306, atom 2 (H): 0.106, atom 3 (C): -0.157, atom 4 (H): 0.091